Formula: C54H41Cl5F2N10O2PbS3
Source: the OMol25 dataset
Level of theory: the ωB97M-V functional and the def2-TZVPD basis

Computed properties:
Net charge: +2
F_max (eV/A): 2.07
M (g/mol): 1380.7
Energy relative to the best compared isomer or geometry (same formula, charge and spin) (kcal per mole): 39.77
Orbital gap (eV): 7.7589
LUMO energy (Ha): -0.1831

Cartesian coordinates (Å):
Pb (-0.34, -1.97, 1.33)
Cl (1.53, 0.66, 2.89)
C (0.72, -0.36, 4.00)
C (0.11, -1.53, 3.58)
C (-0.52, -2.33, 4.51)
Cl (-1.29, -3.78, 4.02)
C (-0.55, -1.98, 5.87)
Cl (-1.33, -2.98, 7.01)
C (0.04, -0.78, 6.28)
Cl (0.02, -0.34, 7.93)
C (0.67, 0.03, 5.34)
Cl (1.37, 1.51, 5.84)
N (2.42, -2.85, 2.16)
N (2.59, -4.22, 2.03)
C (1.56, -5.05, 1.77)
N (1.81, -6.36, 1.74)
N (0.37, -4.50, 1.55)
N (-0.73, -5.23, 1.33)
O (-1.75, -4.60, 1.22)
O (-0.68, -6.44, 1.24)
H (2.65, -2.33, 1.33)
H (2.88, -2.49, 2.98)
H (3.51, -4.64, 2.13)
H (2.71, -6.73, 1.98)
H (1.01, -6.96, 1.55)
F (-5.55, -0.83, 2.50)
C (-4.73, -1.32, 1.57)
C (-3.40, -1.55, 1.89)
C (-2.59, -2.05, 0.91)
C (-3.01, -2.40, -0.36)
C (-4.36, -2.11, -0.64)
F (-4.85, -2.32, -1.87)
C (-5.22, -1.57, 0.30)
C (-2.10, -3.13, -1.26)
C (-2.55, -3.90, -2.33)
C (-1.64, -4.67, -3.03)
C (-0.31, -4.66, -2.66)
C (0.06, -3.86, -1.59)
N (-0.81, -3.11, -0.93)
H (-3.05, -1.33, 2.88)
H (-6.25, -1.38, 0.05)
H (-3.59, -3.93, -2.59)
H (-1.98, -5.29, -3.85)
H (0.43, -5.26, -3.18)
H (1.08, -3.81, -1.25)
N (-0.93, 0.12, 1.25)
S (-1.04, 1.57, 1.14)
N (0.22, 2.41, 0.42)
S (0.54, 2.20, -1.07)
N (0.59, 0.74, -1.64)
S (1.57, -0.46, -1.12)
N (1.34, -1.26, 0.11)
C (1.65, -1.42, -2.64)
C (0.67, -1.30, -3.61)
C (0.78, -2.05, -4.77)
C (1.87, -2.89, -4.95)
C (2.82, -3.03, -3.95)
C (2.71, -2.29, -2.79)
C (3.23, 0.24, -0.96)
C (3.76, 0.33, 0.31)
C (5.03, 0.84, 0.49)
C (5.77, 1.24, -0.62)
C (5.23, 1.14, -1.89)
C (3.95, 0.65, -2.07)
C (2.07, 3.06, -1.42)
C (2.89, 3.54, -0.41)
C (4.06, 4.20, -0.77)
C (4.38, 4.37, -2.11)
C (3.55, 3.88, -3.11)
C (2.38, 3.22, -2.76)
C (-0.65, 3.12, -2.04)
C (-0.85, 4.41, -1.57)
C (-1.80, 5.21, -2.19)
C (-2.53, 4.71, -3.26)
C (-2.31, 3.42, -3.72)
C (-1.36, 2.62, -3.12)
C (-2.50, 1.97, 0.16)
C (-2.74, 1.09, -0.88)
C (-3.88, 1.25, -1.64)
C (-4.78, 2.26, -1.33)
C (-4.54, 3.11, -0.27)
C (-3.38, 2.98, 0.48)
C (-1.16, 2.48, 2.68)
C (-0.76, 3.80, 2.76)
C (-0.88, 4.47, 3.96)
C (-1.39, 3.80, 5.07)
C (-1.78, 2.48, 4.98)
C (-1.68, 1.81, 3.77)
H (-0.16, -0.63, -3.44)
H (0.03, -1.96, -5.54)
H (1.97, -3.44, -5.87)
H (3.66, -3.70, -4.09)
H (3.45, -2.37, -2.00)
H (3.16, -0.01, 1.14)
H (5.45, 0.91, 1.48)
H (6.77, 1.63, -0.48)
H (5.82, 1.42, -2.75)
H (3.52, 0.57, -3.06)
H (2.61, 3.39, 0.62)
H (4.72, 4.58, -0.01)
H (5.27, 4.90, -2.39)
H (3.80, 4.01, -4.15)
H (1.72, 2.82, -3.52)
H (-0.27, 4.76, -0.73)
H (-1.97, 6.22, -1.83)
H (-3.26, 5.34, -3.74)
H (-2.88, 3.05, -4.55)
H (-1.17, 1.61, -3.45)
H (-2.02, 0.31, -1.07)
H (-4.09, 0.58, -2.46)
H (-5.69, 2.37, -1.91)
H (-5.26, 3.88, -0.01)
H (-3.17, 3.64, 1.31)
H (-0.34, 4.27, 1.88)
H (-0.59, 5.50, 4.03)
H (-1.48, 4.33, 6.00)
H (-2.16, 1.96, 5.85)
H (-1.98, 0.78, 3.66)